C8H16Cl8 | ωB97M-V/def2-TZVPD

Each line ends with the Löwdin charge.
Element x y z (Å)
Cl (0.6430, 1.8499, -1.1306)  0.47
C (-1.0472, 1.4934, -0.6896)  -0.68
C (-1.2336, 0.4333, 0.3830)  -0.64
Cl (-0.3583, -1.0976, -0.0675)  0.46
H (-1.4501, 1.3315, -1.6894)  0.05
H (-1.4175, 2.4250, -0.2616)  0.02
H (-2.3022, 0.2183, 0.3852)  0.01
H (-1.0998, 0.7043, 1.4303)  0.04
Cl (0.0592, 4.6082, 0.9950)  0.43
C (0.6434, 3.8228, 2.5125)  -0.63
C (1.6843, 2.6407, 2.2034)  -0.69
Cl (1.9733, 1.6871, 3.6601)  0.49
H (-0.2179, 3.3338, 2.9675)  0.03
H (0.9764, 4.5909, 3.2104)  0.05
H (2.6439, 3.0819, 1.9338)  0.06
H (1.4151, 1.9370, 1.4157)  -0.02
Cl (3.1686, -0.4694, 1.5924)  0.58
C (2.9707, -1.5026, 0.2075)  -0.70
C (4.3536, -2.2419, -0.1263)  -0.68
Cl (4.4666, -2.9114, -1.7520)  0.53
H (2.7314, -0.8768, -0.6523)  0.04
H (2.1620, -2.2324, 0.2478)  0.03
H (4.6169, -3.0721, 0.5290)  0.05
H (5.1906, -1.5872, 0.1165)  0.05
Cl (-4.7269, -0.5319, -1.3652)  0.40
C (-4.5122, -2.1030, -1.9740)  -0.81
C (-3.0762, -2.4913, -2.3505)  -0.65
Cl (-3.2638, -3.9241, -3.4103)  0.50
H (-5.1494, -2.0071, -2.8531)  0.04
H (-4.8657, -2.7219, -1.1493)  0.06
H (-2.4729, -2.6744, -1.4613)  0.04
H (-2.5053, -1.7131, -2.8571)  0.06

Calculated values
Energy above the lowest of the compared OMol25 structures with the same formula, charge and spin in eV: 0.6885
Charge: -1
Expectation value of S²: 0.751
Kohn-Sham gap (spin up / spin down) in eV: 1.92 / 10.23
2S+1: 2
HOMO (spin up / spin down) in Eh: 0.020 / -0.287

C4H9NO2 | ωB97M-V/def2-TZVPD

Each line ends with the Löwdin charge.
Element x y z (Å)
C (1.2464, 0.1171, 0.2388)  -0.66
C (2.6051, -0.5577, -0.0489)  -0.02
C (-1.5896, 1.1132, -0.3846)  -0.07
C (-1.5692, 0.0318, 0.6480)  -0.23
N (0.1751, -0.6459, -0.0047)  0.11
O (1.2451, 1.3055, 0.4562)  0.02
O (-2.3964, -0.9874, 0.5515)  0.05
H (2.3488, -1.2214, -0.9812)  0.11
H (2.8734, -1.0088, 0.8718)  0.05
H (3.2579, 0.3774, -0.1996)  0.10
H (-1.4159, 0.6989, -1.3279)  0.06
H (-0.8462, 1.7772, -0.2827)  0.02
H (-2.5544, 1.6194, -0.6811)  0.11
H (-1.3460, 0.5111, 1.5610)  0.13
H (0.1672, -1.6550, -0.1501)  0.10
H (-2.2012, -1.4755, -0.2668)  0.13

Calculated values
Energy above the lowest of the compared OMol25 structures with the same formula, charge and spin in eV: 3.4790
Kohn-Sham gap in eV: 9.62
HOMO in Eh: -0.334

C7H9MgN2O4P | ωB97M-V/def2-TZVPD

Each line ends with the Löwdin charge.
Element x y z (Å)
N (2.9061, 1.7200, 0.6544)  0.00
C (2.4884, 1.2304, -0.7298)  -0.17
C (1.3404, 0.1174, -0.4501)  -0.09
C (1.8107, -1.3534, -0.1026)  0.10
C (0.6402, -2.3695, 0.2057)  0.14
C (-0.8775, -1.8934, 0.1245)  0.00
C (-2.0392, -2.9427, 0.3961)  -0.44
O (-3.2828, -2.7281, 0.2827)  0.13
O (-1.6252, -4.2358, 0.7493)  0.07
C (-1.1379, -0.4155, -0.2184)  -0.20
P (-2.9135, 0.3052, -0.3489)  1.11
O (-2.7839, 1.3737, -1.7056)  -0.24
O (-3.1017, 1.3603, 1.0346)  -0.38
N (-0.0405, 0.5330, -0.5047)  0.07
H (2.3131, 1.2211, 1.3543)  0.06
H (3.8466, 1.2979, 0.7912)  0.09
H (3.3617, 0.7219, -1.2636)  0.14
H (2.0859, 2.1180, -1.3355)  0.13
H (2.9178, -1.6374, -0.0815)  0.14
H (0.8990, -3.4463, 0.4896)  0.14
H (-2.7923, 2.3153, -1.4098)  0.07
H (-2.5163, 2.1554, 0.8236)  -0.17
H (-0.2628, 1.5247, -0.7324)  0.12
Mg (-1.2362, 3.0279, 1.9768)  1.17

Calculated values
Charge: +2
Kohn-Sham gap in eV: 2.79
HOMO in Eh: -0.557

C36H42CdN7OP2Si2 | ωB97M-V/def2-TZVPD

Each line ends with the Löwdin charge.
Element x y z (Å)
Cd (1.5470, 0.2477, -1.0799)  1.31
C (1.4090, 4.2024, -2.2260)  -0.18
Si (-0.2816, 3.5038, -1.7998)  0.29
C (-1.2513, 4.8326, -0.8779)  -0.18
C (-1.2096, 3.2442, -3.4229)  -0.19
N (-0.0968, 2.0166, -0.9789)  -0.34
P (-0.3472, 1.5428, 0.5405)  0.58
C (0.5151, 0.1250, 0.9123)  -0.54
P (-0.0725, -1.4436, 0.6796)  0.57
N (-0.2302, -1.9550, -0.8384)  -0.32
Si (-0.0407, -3.5074, -1.5329)  0.30
C (-0.0758, -3.3866, -3.4168)  -0.19
C (-1.4331, -4.6920, -1.0606)  -0.19
C (1.5777, -4.3927, -1.1428)  -0.17
C (-1.5937, -1.7484, 1.6478)  -0.30
C (-1.5624, -1.6292, 3.0371)  -0.10
C (-2.6982, -1.8716, 3.7882)  -0.09
C (-3.8884, -2.2193, 3.1583)  -0.11
C (-3.9333, -2.3188, 1.7777)  -0.09
C (-2.7856, -2.0913, 1.0272)  -0.09
C (1.0984, -2.5542, 1.5581)  -0.30
C (2.4371, -2.1962, 1.6795)  -0.10
C (3.3496, -3.0534, 2.2748)  -0.08
C (2.9288, -4.2763, 2.7793)  -0.10
C (1.5919, -4.6360, 2.6832)  -0.10
C (0.6870, -3.7815, 2.0708)  -0.11
C (0.2526, 2.8357, 1.6981)  -0.28
C (1.6227, 2.8711, 1.9538)  -0.09
C (2.1698, 3.8570, 2.7558)  -0.09
C (1.3500, 4.8172, 3.3375)  -0.10
C (-0.0154, 4.7819, 3.1050)  -0.10
C (-0.5572, 3.8004, 2.2848)  -0.11
C (-2.1386, 1.4742, 0.8720)  -0.29
C (-3.0212, 1.4940, -0.2011)  -0.09
C (-4.3893, 1.3859, 0.0062)  -0.09
C (-4.8856, 1.2577, 1.2941)  -0.10
C (-4.0104, 1.2295, 2.3722)  -0.09
C (-2.6460, 1.3340, 2.1613)  -0.10
H (1.3523, 5.0337, -2.9308)  0.02
H (2.0397, 3.4284, -2.6687)  0.02
H (1.9073, 4.5584, -1.3217)  0.02
H (-1.5431, 5.6096, -1.5887)  0.02
H (-0.6606, 5.2997, -0.0914)  0.02
H (-2.1624, 4.4387, -0.4252)  0.02
H (-1.4129, 4.2081, -3.8930)  0.02
H (-2.1679, 2.7490, -3.2513)  0.01
H (-0.6408, 2.6412, -4.1317)  0.00
H (-1.0704, -3.1723, -3.8098)  0.02
H (0.2520, -4.3365, -3.8409)  0.02
H (0.6065, -2.6136, -3.7729)  0.01
H (-2.4142, -4.2892, -1.3167)  0.02
H (-1.4301, -4.8999, 0.0112)  0.01
H (-1.3139, -5.6432, -1.5849)  0.02
H (2.4270, -3.7104, -1.0941)  0.03
H (1.7731, -5.1165, -1.9380)  0.02
H (1.5436, -4.9339, -0.1984)  0.01
H (-0.6345, -1.3496, 3.5223)  0.12
H (-2.6598, -1.7871, 4.8674)  0.10
H (-4.7789, -2.4059, 3.7456)  0.10
H (-4.8599, -2.5786, 1.2806)  0.10
H (-2.8078, -2.1802, -0.0521)  0.09
H (2.7595, -1.2250, 1.3222)  0.07
H (4.3884, -2.7590, 2.3530)  0.10
H (3.6392, -4.9427, 3.2514)  0.10
H (1.2533, -5.5852, 3.0814)  0.10
H (-0.3535, -4.0773, 1.9935)  0.10
H (2.2591, 2.0992, 1.5335)  0.09
H (3.2369, 3.8697, 2.9363)  0.10
H (1.7755, 5.5838, 3.9721)  0.09
H (-0.6645, 5.5217, 3.5568)  0.10
H (-1.6241, 3.7986, 2.0998)  0.10
H (-2.6183, 1.5951, -1.2022)  0.07
H (-5.0674, 1.4051, -0.8383)  0.10
H (-5.9522, 1.1735, 1.4603)  0.10
H (-4.3919, 1.1122, 3.3785)  0.10
H (-1.9652, 1.3024, 3.0027)  0.11
N (-0.9071, -0.3016, -3.2246)  0.18
C (0.2005, 0.0853, -3.8582)  -0.70
N (0.0919, 0.4345, -5.1763)  0.16
O (1.3179, 0.1685, -3.3118)  -0.12
H (-1.7857, -0.3347, -3.7085)  0.11
H (-0.8213, -0.7715, -2.3089)  0.04
H (-0.6727, 0.0819, -5.7239)  0.10
H (0.9689, 0.5724, -5.6484)  0.11
N (3.7872, 0.2055, -1.0663)  0.06
C (4.9405, 0.3291, -1.0564)  -0.22
C (6.3197, 0.4593, -1.0464)  -0.30
C (6.9870, 0.8850, -2.2143)  -0.26
N (7.5306, 1.2329, -3.1712)  0.10
C (7.0356, 0.1449, 0.1283)  -0.27
N (7.6153, -0.1141, 1.0923)  0.10

Calculated values
Charge: -1
Kohn-Sham gap in eV: 7.07
HOMO in Eh: -0.180

Respective E values: -108734.1472; -9876.5817; -33281.4988; -89396.1586 eV.